# H3O4PSi

H3O4PSi as an isolated structure in a non-equilibrium geometry (the ωB97M-V functional and the def2-TZVPD basis, the OMol25 dataset).

```
9
H3O4PSi (the ωB97M-V functional and the def2-TZVPD basis)
O 1.71 0.20 -0.75
O 0.90 2.24 0.36
O -0.55 1.37 -1.63
O 0.31 -1.80 1.46
Si -0.63 -0.78 0.87
P 0.27 1.03 -0.30
H 1.39 -0.44 -1.39
H -1.80 -0.01 1.67
H -1.61 -1.81 -0.28
```

Output
HOMO energy: -0.22 eV
net charge: -2
energy above the lowest of the compared OMol25 structures with the same formula, charge and spin: 1.010 eV
LUMO: 7.183 eV
HOMO-LUMO gap: 7.400 eV